Entry 1:
Here is C17H12F3N5OS in the gas phase in a non-equilibrium geometry from the Open Molecules 2025 dataset. Energies are from ωB97M-V/def2-TZVPD.

Positions of all 39 atoms, in Å:
C1 -3.3624 2.5054 2.4414
N1 -2.5428 1.4218 1.8720
C2 -2.8288 0.0775 1.8199
O1 -3.9243 -0.3981 2.1097
N2 -1.7612 -0.6414 1.3445
C3 -1.7441 -2.0722 1.0191
C4 -1.8862 -2.2843 -0.4537
C5 -2.9201 -1.6934 -1.2168
C6 -2.8911 -1.8768 -2.6039
C7 -1.9408 -2.7425 -3.1874
N3 -0.9737 -3.2679 -2.4052
N4 -0.9379 -3.0169 -1.0768
C8 -0.7651 0.2848 1.0325
C9 0.5206 0.1511 0.5314
C10 1.2715 1.3182 0.5292
C11 2.6845 1.2702 0.0347
C12 3.5365 2.3189 0.1246
S1 5.1965 1.9437 -0.3697
C13 4.7082 0.3239 -0.8442
C14 5.6696 -0.5921 -1.5216
F1 6.2707 0.0062 -2.5339
F2 6.6141 -1.0277 -0.6544
F3 4.9595 -1.6434 -2.0484
C15 3.3441 0.1307 -0.5914
C16 0.6562 2.5404 0.8298
N5 -0.5964 2.6401 1.2846
C17 -1.2669 1.5196 1.4002
H1 -3.4244 3.3115 1.7137
H2 -4.3926 2.2076 2.7154
H3 -2.8974 2.9173 3.3512
H4 -0.8262 -2.5145 1.3204
H5 -2.5403 -2.6128 1.5334
H6 -3.7227 -1.0852 -0.8049
H7 -3.6586 -1.5268 -3.3045
H8 -1.9024 -2.9299 -4.2356
H9 0.8971 -0.8275 0.2717
H10 3.3222 3.2327 0.6842
H11 2.8128 -0.7975 -0.8856
H12 1.2424 3.4296 0.7743

- Relative energy (zero: lowest compared OMol25 entry of this formula, charge and spin): 0.0000 eV
- Structure (SMILES): Cn1c(=O)n(Cc2cccnn2)c2cc(-c3csc(C(F)(F)F)c3)cnc21

Entry 2:
Here is a molecular structure, C17H12F5N3OS2SeTl from the Open Molecules 2025 dataset. Energies are from ωB97M-V/def2-TZVPD.

Positions of all 42 atoms, in Å:
Tl1 1.8563 -2.0845 -2.8669
N1 -0.7845 -1.9712 0.1456
N2 -1.2346 -1.0208 -0.8122
C1 -0.5809 -0.5026 -3.2054
N3 -0.4228 0.5894 -4.0188
S1 -0.7447 -2.0625 -3.9514
H1 -0.3318 -2.7398 -0.3489
H2 -0.1016 -1.4816 0.7110
H3 -2.1804 -1.2464 -1.1139
H4 -0.2720 1.4984 -3.6177
H5 -0.1526 0.4282 -4.9728
C2 -1.8641 4.8894 3.2016
C3 -3.1813 5.5299 2.8342
O1 -3.6610 6.4299 3.4816
S2 -4.0955 4.9540 1.4140
C4 -3.1727 3.6128 0.7583
C5 -2.1695 3.8276 -0.1930
C6 -1.4241 2.7854 -0.6933
C7 -1.6467 1.4451 -0.2692
C8 -2.6839 1.2445 0.6852
C9 -3.4223 2.3002 1.1711
C10 -0.8573 0.3915 -0.7237
C11 -0.4183 -0.3464 -1.8520
H6 -1.1184 5.6804 3.2804
H7 -1.5373 4.1346 2.4933
H8 -1.9759 4.4408 4.1890
H9 -1.9756 4.8380 -0.5338
H10 -0.6412 2.9842 -1.4159
H11 -2.8818 0.2403 1.0413
H12 -4.2041 2.1162 1.8984
F1 6.3368 -4.0254 1.7357
C12 5.2035 -4.1286 1.0294
C13 5.2269 -4.6132 -0.2623
F2 6.3964 -4.9695 -0.8105
C14 4.0491 -4.7242 -0.9793
F3 4.1447 -5.2030 -2.2253
C15 2.8125 -4.3623 -0.4536
Se1 1.2041 -4.5305 -1.4588
C16 2.8350 -3.8637 0.8459
F4 1.7028 -3.4685 1.4459
C17 3.9984 -3.7479 1.5836
F5 3.9704 -3.2683 2.8331

- Charge: -1
- Relative energy (zero: lowest compared OMol25 entry of this formula, charge and spin): 0.1515 eV

Entry 3:
Here is a molecular structure, C17H12IN5O3W from the Open Molecules 2025 dataset. Energies are from ωB97M-V/def2-TZVPD.

Positions of all 39 atoms, in Å:
W1 1.2784 0.0188 -0.4405
C1 -2.8244 0.1327 -2.7487
C2 -2.1142 -1.1470 -2.9424
N1 -2.6453 -2.0758 -3.7161
C3 -2.0395 -3.2380 -3.8464
C4 -0.8288 -3.6107 -3.1768
C5 -0.3345 -5.0018 -3.4500
O1 1.0508 -5.1228 -3.2470
C6 -0.2309 -2.6798 -2.3455
C7 0.9475 -2.9745 -1.5465
N2 1.5272 -2.0801 -0.8384
C8 2.6493 -2.2265 0.0198
C9 3.4120 -3.3143 0.3903
C10 4.4200 -3.0480 1.3086
C11 4.6252 -1.7689 1.8318
C12 3.8237 -0.6967 1.4639
C13 2.8292 -0.9380 0.5200
I1 -0.1549 -0.0058 1.6919
C14 -0.8512 -1.3968 -2.2491
O2 -0.3881 -0.4361 -1.5479
H1 -3.6415 0.2108 -3.4589
H2 -2.1497 0.9854 -2.8318
H3 -3.2362 0.1638 -1.7323
H4 -2.5071 -3.9522 -4.5173
H5 -0.6229 -5.2738 -4.4684
H6 -0.8926 -5.6730 -2.7774
H7 1.4123 -5.8067 -3.8222
H8 1.3249 -3.9897 -1.5374
H9 3.2549 -4.3133 0.0061
H10 5.0613 -3.8545 1.6378
H11 5.4204 -1.6220 2.5502
H12 3.9795 0.2813 1.8992
O3 1.8126 1.8518 -0.4295
N3 2.5365 2.8410 -0.9443
C15 3.1104 2.6150 -2.0831
C16 2.8768 1.2957 -2.5792
N4 2.3927 0.2667 -2.3954
C17 3.8998 3.6088 -2.7291
N5 4.5663 4.3690 -3.2709

- Charge: +2
- <S²>: 2.03
- 2S+1: 3
- Relative energy (zero: lowest compared OMol25 entry of this formula, charge and spin): 0.0000 eV